The following is a quantum chemistry calculation of a 6-piece molecular cluster, C48H106N6O8 overall, from the OMol25 dataset.

Each line ends with the Mulliken charge.
Atoms and positions in Å:
1 C 30.29148 26.39642 3.30917  -1.3842
2 C 29.41057 25.77968 2.04316  1.6005
3 C 27.92462 25.40033 2.41643  -1.9012
4 C 26.97135 26.58168 2.67040  0.7480
5 C 27.00856 27.18355 1.30084  -1.6215
6 C 28.37924 27.87547 0.92873  1.3544
7 N 29.44397 26.78190 0.94203  0.4813
8 O 30.69018 27.37584 0.62494  -0.3126
9 C 28.19391 28.49649 -0.45542  -1.8592
10 C 28.53596 29.16577 1.88126  -1.5941
11 C 30.05059 24.44383 1.54117  -1.7991
12 H 30.78864 27.35873 3.18721  0.2916
13 H 30.96459 25.62894 3.69127  0.3881
14 H 29.61284 26.60593 4.13600  0.4029
15 H 27.46654 24.69628 1.72175  0.5810
16 H 27.90709 24.79177 3.32056  0.5389
17 H 27.37233 27.30293 3.38251  -0.1439
18 H 25.95638 26.25730 2.90002  -0.0821
19 H 26.17472 27.88530 1.28215  0.5227
20 H 26.63956 26.40426 0.63401  0.4722
21 H 28.20732 27.77382 -1.27131  0.4284
22 H 27.31516 29.13606 -0.53812  0.3923
23 H 28.97191 29.22358 -0.68813  0.4252
24 H 27.82087 29.97882 1.75597  0.4350
25 H 28.55645 28.90487 2.93938  0.3242
26 H 29.53570 29.59784 1.83728  0.4979
27 H 30.15944 23.72847 2.35634  0.4323
28 H 31.06580 24.59814 1.17560  0.5257
29 H 29.50886 24.11725 0.65348  0.4376
30 H 31.22373 26.76929 0.10626  0.3936
31 C 15.46276 19.26314 4.54617  -1.7324
32 C 16.91202 19.70851 4.83190  1.1522
33 C 17.63730 20.04021 3.54011  -1.1545
34 C 17.20233 21.31599 2.92039  -0.8119
35 C 17.55731 22.32843 3.96944  -1.1152
36 C 16.99431 22.17190 5.38682  1.5466
37 N 17.15082 20.81045 5.81886  0.5840
38 O 16.80022 20.45561 7.12606  -0.4753
39 C 17.80893 23.19894 6.24613  -1.9538
40 C 15.50669 22.53058 5.31478  -1.5398
41 C 17.89190 18.45017 5.34213  -1.7796
42 H 15.05532 19.84133 3.71684  0.3373
43 H 14.82569 19.25427 5.43056  0.3366
44 H 15.55104 18.18638 4.40158  0.5326
45 H 18.68124 20.13103 3.84020  0.3339
46 H 17.44183 19.25811 2.80648  0.4158
47 H 16.21793 21.12406 2.49353  0.3870
48 H 17.86291 21.54672 2.08462  0.3636
49 H 17.33344 23.28928 3.50604  0.5349
50 H 18.62486 22.17225 4.12445  0.2519
51 H 18.03751 24.12801 5.72394  0.2891
52 H 17.39784 23.42314 7.23043  0.3794
53 H 18.72844 22.67876 6.51447  0.4379
54 H 14.97555 22.63033 6.26138  0.3384
55 H 15.53098 23.52013 4.85837  0.4037
56 H 15.08177 21.78619 4.64142  0.3289
57 H 18.12276 17.62745 4.66543  0.3977
58 H 17.36809 17.87903 6.10863  0.4258
59 H 18.81000 18.86634 5.75687  0.3898
60 H 17.64359 20.40231 7.58157  0.3336
61 C 24.40589 18.46127 7.76237  -1.1283
62 C 25.23210 17.64185 8.74070  1.6290
63 C 26.62843 17.48584 7.99852  -1.2637
64 C 27.79819 16.92989 8.94786  -0.8072
65 C 27.87103 17.94308 10.05759  -1.2672
66 C 26.62263 17.86714 10.95189  1.2803
67 N 25.46693 18.24664 10.08395  0.4540
68 O 24.24141 18.26475 10.80844  -0.5123
69 C 26.52474 16.46464 11.73358  -1.5998
70 C 26.96950 19.00291 12.03270  -1.7347
71 C 24.60018 16.26935 8.81403  -1.8302
72 H 24.24927 17.89776 6.84258  0.0277
73 H 24.87252 19.39643 7.45282  -0.3012
74 H 23.47460 18.55603 8.32078  0.6445
75 H 26.50168 16.74944 7.20495  0.4382
76 H 26.84610 18.43731 7.51332  0.3197
77 H 28.74679 17.00294 8.41596  0.3816
78 H 27.61185 15.87338 9.14067  0.3834
79 H 27.83613 18.86688 9.48013  0.2913
80 H 28.74504 17.89408 10.70706  0.4982
81 H 25.62502 16.32273 12.33231  0.3925
82 H 26.43251 15.57091 11.11646  0.3050
83 H 27.41148 16.20648 12.31251  0.4238
84 H 27.10912 19.99051 11.59309  0.3310
85 H 26.03715 18.94035 12.59386  0.4885
86 H 27.81730 18.64792 12.61864  0.4346
87 H 25.01417 15.40301 9.32995  0.2677
88 H 24.37077 15.87008 7.82608  0.4465
89 H 23.61987 16.32200 9.28766  0.4795
90 H 24.44316 19.10153 11.23352  0.4078
91 C 23.82376 24.74769 4.96674  -1.2149
92 C 22.85567 23.61224 5.39308  2.4939
93 C 23.29399 22.17573 5.04809  -2.0528
94 C 24.49213 21.77013 5.84776  0.7792
95 C 24.15636 21.98824 7.37267  -1.3748
96 C 23.74674 23.40417 7.84495  1.8891
97 N 22.78379 23.76789 6.85444  0.3254
98 O 22.00499 24.93596 7.22280  -0.3733
99 C 23.03566 23.28364 9.22686  -1.9411
100 C 24.92154 24.38041 7.96557  -1.9990
101 C 21.51957 23.90949 4.68823  -1.7446
102 H 24.89159 24.53398 5.01320  0.0090
103 H 23.73807 25.64407 5.58097  -0.0202
104 H 23.66517 24.98659 3.91513  0.5500
105 H 22.47211 21.46994 5.16846  0.4756
106 H 23.74865 22.05256 4.06513  0.2336
107 H 25.39844 22.33541 5.63061  0.1686
108 H 24.71573 20.71213 5.71085  -0.5637
109 H 24.98338 21.69973 8.02144  0.6279
110 H 23.26436 21.38151 7.52860  0.4267
111 H 22.15767 22.66457 9.04255  0.4152
112 H 23.70962 22.66784 9.82240  0.4121
113 H 22.73868 24.15003 9.81785  0.3623
114 H 25.44555 23.96795 8.82776  0.5685
115 H 25.58273 24.40886 7.09947  0.2313
116 H 24.51735 25.36957 8.18073  0.3982
117 H 20.77333 23.11660 4.63780  0.0512
118 H 21.78315 24.20540 3.67281  0.5103
119 H 21.12516 24.86780 5.02613  0.2865
120 H 22.48435 25.67172 6.83490  0.1515
121 C 28.00573 30.33293 6.88699  -0.8894
122 O 27.16059 29.56400 6.04199  -0.2190
123 C 26.43489 30.42134 5.16733  -0.7196
124 C 25.13675 29.67042 4.73326  -0.2889
125 N 24.11850 29.54895 5.84053  -0.3946
126 C 23.00777 28.71165 5.41040  -0.0318
127 C 21.99316 28.43031 6.49565  -0.7476
128 O 22.40451 28.20009 7.82077  -0.3105
129 C 21.30845 28.32807 8.67703  -0.8462
130 H 27.64434 31.06911 7.60501  0.3308
131 H 28.77886 30.85316 6.32155  0.3447
132 H 28.45699 29.50107 7.42780  0.2523
133 H 26.96009 30.71184 4.25745  0.3666
134 H 26.16920 31.35231 5.66814  0.4822
135 H 25.44436 28.64110 4.54895  0.0732
136 H 24.72073 30.09267 3.81852  0.3764
137 H 24.42227 29.21995 6.74583  0.3034
138 H 23.30893 27.76928 4.95285  -0.0597
139 H 22.40077 29.28254 4.70774  0.2503
140 H 21.50859 27.51246 6.16268  0.2877
141 H 21.24771 29.22054 6.40645  0.6158
142 H 21.76336 28.12106 9.64569  0.3034
143 H 20.52446 27.57599 8.58849  0.2829
144 H 20.84769 29.31491 8.72110  0.3398
145 C 24.02162 18.32621 3.63017  -0.3964
146 O 25.31789 18.44598 3.01054  -0.4747
147 C 26.22247 19.28252 3.80935  0.7110
148 C 27.80232 18.96314 3.49591  -0.8584
149 N 28.15034 18.81227 2.13652  -0.0540
150 C 29.45800 19.03148 1.61768  -0.6714
151 C 30.63411 18.30301 2.29209  -0.4317
152 O 30.87874 16.96625 1.83618  -0.3843
153 C 31.21258 16.80485 0.51995  -0.6733
154 H 23.51407 17.56927 3.03223  0.3662
155 H 23.50874 19.23055 3.95764  0.1223
156 H 24.24700 17.81529 4.56626  0.0948
157 H 26.03267 19.11816 4.87004  -0.3925
158 H 26.03198 20.31794 3.52701  0.1444
159 H 28.19426 18.22705 4.19780  0.2419
160 H 28.24657 19.91494 3.78717  0.2554
161 H 27.51311 18.25718 1.58343  0.2418
162 H 29.54483 20.03285 2.03936  0.1267
163 H 29.47009 19.18838 0.53910  0.5890
164 H 30.25751 18.14118 3.30208  0.1897
165 H 31.62612 18.75356 2.26015  0.4435
166 H 30.32713 17.11933 -0.03248  0.2596
167 H 31.44195 15.77141 0.26013  0.2615
168 H 31.97552 17.52794 0.23159  0.3101

Calculated values
⟨S²⟩	0.7545
ΔE to the lowest compared entry with this formula, charge and spin	1.6	kcal per mole
multiplicity	2
net charge	+1
largest force on an atom	3.7	eV/Å
LUMO (spin up / spin down)	-2.758 / -7.048	eV
HOMO-LUMO gap (spin up / spin down)	6.31 / 2.02	eV